DFT (the ωB97M-V functional and the def2-TZVPD basis) results for a single C4H4INO molecule at a distorted geometry.

Properties
* SMILES: C#CCN(I)C=O
* LUMO: -0.0224 hartree
* HOMO-LUMO gap: 8.657 eV
* total charge: 0

Structure (XYZ):
```
11
Properties=species:S:1:pos:R:3:forces:R:3:mulliken_charge:R:1
C -0.1173 -1.0231 -2.4455 -1.139 -1.380 -1.323 0.14
C -0.0581 -0.2179 -1.5596 0.648 -0.455 1.116 -0.37
C -0.6246 0.0890 1.8976 3.035 0.823 -4.122 0.12
C 0.1769 0.7228 -0.4223 -2.637 -3.012 0.938 -0.72
N 0.4808 0.1388 0.9303 -1.260 -0.275 0.482 -0.27
O -1.6714 0.5403 1.5862 -1.603 0.162 0.442 -0.49
I 2.3747 -0.5045 1.4588 -1.048 0.293 -0.386 0.17
H -0.4400 -1.7836 -3.2002 0.797 1.316 1.130 0.38
H -0.2771 -0.3514 2.7696 0.257 -0.901 2.227 0.36
H -0.8373 1.1500 -0.2743 1.106 0.868 -0.056 0.30
H 0.9934 1.2394 -0.7406 1.844 2.561 -0.448 0.40
```
Forces are in eV/Å.